# 1
Entry from the Open Molecules 2025 dataset: C6H6O in the gas phase (ωB97M-V with the def2-TZVPD basis set).

Computed properties:
LUMO energy = 0.02812 hartree
Kohn-Sham gap = 0.3645 hartree
Charge = 0
Molar mass = 94.113 g mol⁻¹
Spin multiplicity = 1
Structure (SMILES) = C#CC(=C=C)CO
Largest force on an atom = 0.678 eV Å⁻¹
HOMO = -9.2 eV
Relative energy (zero: lowest compared OMol25 entry of this formula, charge and spin) = 86.3 kcal per mole

```
13
Properties=species:S:1:pos:R:3:forces:R:3
C -1.354338 -1.439464 2.147424 0.1 0.2 -0.3
C -0.845218 -0.855880 1.225362 -0.3 -0.2 0.6
C -0.225915 -0.085397 0.194022 0.3 0.0 0.1
C 0.811371 -0.545266 -0.453553 -0.1 -0.1 -0.1
C 1.672641 -1.034371 -1.291033 -0.2 0.1 0.1
C -0.682156 1.345800 -0.009919 -0.2 0.0 0.3
O -0.143080 1.964070 -1.146802 0.2 0.0 0.0
H -1.794585 -1.947087 2.973490 0.0 0.0 -0.1
H 1.187189 -1.475267 -2.155096 0.6 -0.2 -0.3
H 2.750361 -1.018693 -1.150843 -0.2 -0.1 -0.1
H -0.424088 1.873602 0.918996 -0.1 0.2 -0.1
H -1.769220 1.368500 -0.122551 0.1 0.0 0.0
H 0.817038 1.849453 -1.129496 -0.1 0.0 -0.1
```
Positions in Å, forces in eV/Å.

=====

# 2
Entry from the Open Molecules 2025 dataset: C35H46Cl2N2O4Pd as an isolated structure (ωB97M-V with the def2-TZVPD basis set).

Computed properties:
LUMO energy (spin up / spin down) = 0.01238 / -0.09743 hartree
Kohn-Sham gap (spin up / spin down) = 0.2712 / 0.1853 hartree
Charge = 0
Molar mass = 736.089 g mol⁻¹
Spin multiplicity = 3
Largest force on an atom = 0.370 eV Å⁻¹
HOMO (spin up / spin down) = -7.0 / -7.7 eV
Expectation value of S² = 2.03

```
90
Properties=species:S:1:pos:R:3:forces:R:3
Pd 0.042675 -2.032074 -0.622048 -0.1 -0.2 -0.3
C -4.075885 3.970752 0.648705 0.0 0.0 0.0
C -3.367148 3.608204 -0.665127 0.0 -0.1 0.0
C -4.337580 3.795846 -1.840141 0.0 0.0 0.0
C -2.188730 4.561640 -0.855360 0.0 0.0 0.0
C -2.932546 2.148639 -0.606246 -0.1 0.0 0.0
C -1.604607 1.778348 -0.703901 0.0 -0.1 0.0
C -1.244701 0.434645 -0.618471 0.0 0.1 0.1
N 0.012466 -0.092773 -0.640212 0.0 -0.1 -0.3
C 1.242579 0.464334 -0.482745 0.0 0.1 0.1
C 1.551400 1.788078 -0.156283 0.0 0.0 0.0
C 2.868160 2.178759 -0.035391 0.1 0.0 0.0
C 3.907913 1.224185 -0.213748 0.0 0.1 0.0
C 3.684667 -0.098142 -0.473478 -0.1 0.0 0.0
C 2.315693 -0.504834 -0.609090 0.0 0.1 0.0
O 2.007139 -1.733247 -0.823394 0.1 -0.1 0.0
C 4.800419 -1.133032 -0.548113 0.0 0.0 0.0
C 4.620369 -2.158474 0.583375 0.0 -0.1 0.0
C 6.173373 -0.483092 -0.370195 0.1 0.0 0.0
C 4.790119 -1.833915 -1.915022 0.0 0.0 0.0
C 3.254036 3.611226 0.315496 0.0 -0.1 0.0
C 2.037038 4.522720 0.463313 0.0 0.0 0.0
C 4.023177 3.609728 1.645070 0.0 0.0 0.0
C 4.152178 4.176767 -0.794016 0.0 0.0 0.0
C -2.290186 -0.577266 -0.550918 0.0 0.0 0.0
O -1.964564 -1.810345 -0.652030 0.0 0.0 0.1
C -3.666034 -0.184312 -0.391573 0.1 0.0 0.0
C -3.932090 1.153938 -0.422051 0.0 0.1 0.0
C -4.735407 -1.244661 -0.163587 0.0 0.0 0.0
C -6.108244 -0.606147 0.051850 0.0 0.0 0.0
C -4.392627 -2.053272 1.099128 0.0 0.0 0.0
C -4.841187 -2.173378 -1.383401 0.0 0.0 0.0
H -4.370424 5.021887 0.631484 0.0 0.0 0.0
H -3.417813 3.813844 1.504576 0.0 0.0 0.0
H -4.976214 3.376510 0.802882 0.0 0.0 0.0
H -4.659537 4.837976 -1.888808 0.0 0.0 0.0
H -5.228462 3.176702 -1.735611 0.0 0.0 0.0
H -3.860009 3.541679 -2.787734 0.0 0.0 0.0
H -2.558666 5.587312 -0.889205 0.0 0.0 0.0
H -1.657515 4.372357 -1.790092 0.0 0.0 0.0
H -1.473898 4.496521 -0.032498 0.0 0.0 0.0
H -0.848784 2.525076 -0.862329 0.0 0.0 0.0
H 0.762897 2.489816 0.040233 0.0 0.0 0.0
H 4.924291 1.568471 -0.096004 0.0 0.0 0.0
H 4.700014 -1.671507 1.557027 0.0 0.0 0.0
H 5.413356 -2.907147 0.517475 0.0 0.0 0.0
H 3.657711 -2.664392 0.548629 0.0 0.0 0.0
H 6.275495 -0.005782 0.605993 0.0 0.0 0.0
H 6.382311 0.258371 -1.144450 0.0 0.0 0.0
H 6.940581 -1.255427 -0.438537 0.0 0.0 0.0
H 3.858732 -2.363432 -2.097102 0.0 0.0 0.0
H 5.610356 -2.553983 -1.955004 0.0 0.0 0.0
H 4.937858 -1.112768 -2.721817 0.0 0.0 0.0
H 1.377075 4.194469 1.268233 0.0 0.0 0.0
H 1.455955 4.578793 -0.459519 0.0 0.0 0.0
H 2.372756 5.532138 0.705063 0.0 0.0 0.0
H 3.412387 3.197284 2.449304 0.0 0.0 0.0
H 4.299970 4.630886 1.914586 0.0 0.0 0.0
H 4.939484 3.022916 1.582464 0.0 0.0 0.0
H 3.638864 4.168825 -1.756835 0.0 0.0 0.0
H 5.075684 3.607679 -0.899549 0.0 0.0 0.0
H 4.421678 5.208054 -0.558296 0.0 0.0 0.0
H -4.951857 1.487688 -0.305235 0.0 0.0 0.0
H -6.116255 0.055946 0.919470 0.0 0.0 0.0
H -6.838690 -1.395327 0.234109 0.0 0.0 0.0
H -6.442786 -0.043759 -0.822523 0.0 0.0 0.0
H -4.390513 -1.409994 1.980501 0.0 0.0 0.0
H -3.417242 -2.530337 1.042336 0.0 0.0 0.0
H -5.149927 -2.826363 1.245422 0.0 0.0 0.0
H -5.130945 -1.611031 -2.273707 0.0 0.0 0.0
H -5.610900 -2.924521 -1.194389 0.0 0.0 0.0
H -3.906619 -2.686791 -1.591464 0.0 0.0 0.0
Cl -2.555981 -6.956606 0.041990 0.1 0.0 0.0
C -1.049812 -6.128143 -0.160382 -0.1 0.0 0.0
C 0.151335 -6.804257 -0.058611 0.0 0.0 0.0
C 1.323022 -6.085607 -0.221691 0.0 0.0 0.0
C 1.251410 -4.728785 -0.471462 0.0 0.0 0.0
N 0.082058 -4.098719 -0.580267 -0.1 0.2 0.1
C -1.055948 -4.770508 -0.418265 0.0 0.0 -0.1
H 0.163020 -7.864320 0.153670 0.0 0.0 0.0
H 2.286615 -6.565531 -0.135571 0.0 0.0 0.0
H 2.133791 -4.113018 -0.567721 0.0 0.0 0.0
H -1.978502 -4.209528 -0.486772 0.0 0.0 0.0
Cl -1.650908 -3.055513 4.300224 0.1 0.0 -0.1
C 0.000561 -2.419721 3.964001 0.0 -0.1 0.1
C 0.241800 -2.280976 2.452292 -0.1 0.0 0.0
O 1.083339 -3.050481 1.945812 0.1 0.0 0.0
O -0.431331 -1.397831 1.870420 -0.1 0.0 0.0
H 0.699263 -3.121293 4.407766 0.0 0.0 0.0
H 0.054006 -1.446616 4.445094 0.0 0.0 0.0
```
Positions in Å, forces in eV/Å.

=====

# 3
Entry from the Open Molecules 2025 dataset: a 3-piece molecular cluster, C4H15N2O2 overall at a distorted geometry (ωB97M-V with the def2-TZVPD basis set).

Computed properties:
LUMO energy = -0.10949 hartree
Kohn-Sham gap = 0.3355 hartree
Charge = +1
Molar mass = 123.176 g mol⁻¹
Spin multiplicity = 1
Largest force on an atom = 2.086 eV Å⁻¹
HOMO = -12.1 eV
Relative energy (zero: lowest compared OMol25 entry of this formula, charge and spin) = 38.2 kcal per mole

```
23
Properties=species:S:1:pos:R:3:forces:R:3
C 2.656595 -1.415140 0.693290 0.3 -1.3 0.1
C 1.674897 -1.328282 -0.486274 0.3 0.4 -0.8
C 0.836973 -0.088362 -0.417359 1.1 0.3 0.1
C -0.379130 0.080038 -0.887795 0.2 -0.9 0.3
N -1.138480 1.290169 -0.598126 0.2 1.4 -1.5
N 2.734507 -2.806573 1.210571 -0.3 0.7 0.0
H 2.355875 -0.739781 1.483141 -0.1 0.1 0.3
H 3.667526 -1.146789 0.387373 -0.1 0.5 -0.2
H 1.081143 -2.234856 -0.576763 -0.1 0.0 0.2
H 2.277547 -1.253981 -1.399279 -0.1 -0.1 -0.1
H 1.416547 0.749083 -0.008493 -0.6 0.0 0.4
H -0.810008 -0.670662 -1.540906 -0.6 0.2 0.4
H -0.846162 1.853687 0.214777 -0.3 -0.6 0.3
H -0.988645 1.949049 -1.374534 -0.1 -0.1 0.0
H -2.160357 1.193606 -0.590284 -0.1 -0.6 0.3
H 3.606206 -3.217017 0.908876 0.0 -0.2 0.1
H 2.744364 -2.779600 2.220688 0.1 -0.2 0.0
H -1.217286 3.977321 1.397371 -0.2 0.0 0.1
H -2.523499 3.277445 1.824097 0.0 0.0 0.1
O -1.699876 3.142590 1.344403 0.2 0.2 -0.2
H -4.885849 0.654890 -1.046262 0.2 0.0 -0.1
H -4.345659 -0.687346 -1.502700 0.2 0.0 0.0
O -4.057230 0.200509 -1.255812 -0.2 0.1 0.1
```
Positions in Å, forces in eV/Å.

=====

# 4
Entry from the Open Molecules 2025 dataset: C3H4N4 in the gas phase at a distorted geometry (ωB97M-V with the def2-TZVPD basis set).

Computed properties:
LUMO energy = 0.00710 hartree
Kohn-Sham gap = 0.3354 hartree
Charge = 0
Molar mass = 96.093 g mol⁻¹
Spin multiplicity = 1
Structure (SMILES) = [H]/N=N\c1c[nH]cn1
Largest force on an atom = 5.222 eV Å⁻¹
HOMO = -8.9 eV
Relative energy (zero: lowest compared OMol25 entry of this formula, charge and spin) = 78.2 kcal per mole

```
11
Properties=species:S:1:pos:R:3:forces:R:3
H -2.561501 -0.889586 -0.131472 1.1 -1.9 2.5
N -2.249002 -1.652888 0.703150 2.9 1.3 -1.8
N -0.968610 -1.589992 0.936679 -4.7 1.8 -1.3
C -0.309094 -0.480799 0.281648 2.3 0.9 1.3
C 0.795300 0.172525 0.899533 -1.1 -2.6 -2.0
N 1.410333 0.768839 -0.189239 -0.6 1.6 0.8
C 0.520234 0.758636 -1.246546 1.9 1.6 0.2
N -0.461588 0.021478 -1.009670 -3.2 -3.3 1.6
H 1.221119 0.045499 1.904899 -0.1 0.1 -0.9
H 2.157155 1.416648 -0.061458 0.3 0.4 -0.3
H 0.445655 1.429640 -2.087523 1.1 0.0 -0.2
```
Positions in Å, forces in eV/Å.